#1
ORCA calculation (ωB97M-V with the def2-TZVPD basis set) on 2 unconnected molecules or ions with the total composition C10H16O.

Output
E_LUMO in eV: 0.8
HOMO in eV: -8.2
Charge: 0
Frontier orbital gap in eV: 9.02
SMILES string: Cc1ccc(O)cc1.CCC

Last column: Löwdin charge in e.
Element x y z (Å)
C -1.65 -0.60 -1.82  -0.286
C -2.76 -0.75 -0.78  -0.142
C -0.97 0.75 -1.56  -0.108
H -1.01 -1.45 -1.79  0.071
H -2.04 -0.66 -2.89  0.121
H -2.60 -0.23 0.27  0.104
H -0.01 0.54 -1.24  0.012
H -0.74 1.36 -2.47  0.086
H -3.07 -1.84 -0.68  0.080
H -3.72 -0.40 -1.00  0.029
H -1.56 1.44 -1.07  0.046
C -0.32 0.87 2.71  -0.048
C 1.58 -1.41 0.40  -0.015
C 2.36 -0.47 -0.36  -0.356
C 1.05 -0.98 1.54  -0.085
C 0.83 0.37 1.78  -0.245
C 2.31 0.90 -0.12  -0.021
C 1.44 1.31 0.92  -0.056
O 3.13 -0.94 -1.30  0.100
H 1.67 -2.40 -0.07  0.127
H 0.81 -1.74 2.34  0.136
H 2.73 1.69 -0.60  0.079
H 3.21 -0.47 -2.07  0.074
H -0.85 1.76 2.43  0.070
H 0.03 1.00 3.74  0.067
H 1.10 2.32 0.73  0.111
H -0.95 0.04 2.97  0.052

---

#2
ORCA calculation (ωB97M-V with the def2-TZVPD basis set) on 2 unconnected molecules or ions with the total composition C10H16O.

Output
E_LUMO in eV: 0.8
HOMO in eV: -8.4
Charge: 0
Frontier orbital gap in eV: 9.19
SMILES string: Cc1ccc(O)cc1.CCC

Last column: Löwdin charge in e.
Element x y z (Å)
C -2.82 -1.49 -0.03  -0.072
C 0.69 -2.85 -0.23  -0.017
C 1.32 -2.17 0.79  -0.331
C -0.66 -2.64 -0.47  -0.038
C -1.40 -1.77 0.32  -0.290
C 0.59 -1.30 1.61  -0.030
C -0.77 -1.18 1.42  -0.053
O 2.66 -2.36 0.97  0.041
H 1.23 -3.58 -0.81  0.117
H -1.14 -3.11 -1.31  0.108
H 1.11 -0.75 2.39  0.113
H 2.98 -1.64 1.53  0.105
H -3.06 -1.77 -1.06  0.071
H -3.15 -0.44 0.05  0.076
H -1.43 -0.64 2.10  0.117
H -3.63 -2.00 0.52  0.082
C 0.25 2.21 -0.71  -0.294
C 0.45 3.17 0.50  -0.109
C 1.18 2.57 -1.85  -0.140
H 0.39 1.18 -0.36  0.082
H -0.77 2.29 -1.07  0.093
H 1.15 3.96 0.22  0.061
H 0.98 2.66 1.31  0.060
H 1.20 3.62 -2.10  0.065
H 2.20 2.32 -1.74  0.051
H -0.47 3.65 0.80  0.061
H 0.92 2.06 -2.79  0.073

---

#3
ORCA calculation (ωB97M-V with the def2-TZVPD basis set) on 2 unconnected molecules or ions with the total composition C10H16O.

Output
E_LUMO in eV: 0.9
HOMO in eV: -8.3
Charge: 0
Frontier orbital gap in eV: 9.23
SMILES string: Cc1ccc(O)cc1.CCC

Last column: Löwdin charge in e.
Element x y z (Å)
C -1.53 -0.53 3.24  -0.305
C -0.89 0.76 2.83  -0.131
C -2.09 -1.27 2.00  -0.118
H -2.37 -0.39 3.93  0.095
H -0.87 -1.24 3.72  0.091
H 0.01 0.94 3.40  0.065
H -0.73 0.90 1.74  0.053
H -2.94 -0.78 1.57  0.066
H -1.38 1.74 2.87  0.070
H -2.19 -2.34 2.19  0.066
H -1.23 -1.21 1.31  0.051
C 1.43 -2.19 -2.12  -0.059
C -0.08 -0.30 -1.42  -0.040
C 1.21 -0.74 -1.83  -0.286
C -0.31 1.06 -1.17  -0.021
C 2.21 0.22 -1.88  -0.046
C 0.62 1.96 -1.67  -0.333
C 1.92 1.59 -1.86  -0.030
O 0.17 3.26 -1.81  0.040
H -0.76 -1.08 -1.10  0.105
H -1.32 1.28 -0.89  0.113
H 0.80 -2.52 -2.95  0.080
H 1.03 -2.79 -1.29  0.078
H 3.23 -0.02 -2.16  0.107
H 2.68 2.30 -2.19  0.114
H 0.91 3.81 -2.10  0.100
H 2.46 -2.42 -2.36  0.072

---

#4
ORCA calculation (ωB97M-V with the def2-TZVPD basis set) on 2 unconnected molecules or ions with the total composition C10H16O.

Output
E_LUMO in eV: 0.8
HOMO in eV: -8.4
Charge: 0
Frontier orbital gap in eV: 9.28
SMILES string: Cc1ccc(O)cc1.CCC

Last column: Löwdin charge in e.
Element x y z (Å)
C -2.40 -2.03 -0.35  -0.339
C -2.39 -2.01 -1.86  -0.111
C -2.66 -0.83 0.56  -0.134
H -3.02 -2.90 0.01  0.104
H -1.50 -2.43 0.17  0.085
H -1.39 -2.16 -2.33  0.074
H -3.67 -0.48 0.31  0.075
H -2.81 -1.07 -2.21  0.067
H -2.86 -2.91 -2.25  0.065
H -2.32 -0.98 1.58  0.058
H -2.02 0.06 0.33  0.072
C 2.46 0.35 -2.27  -0.060
C 0.89 2.05 0.76  0.010
C 0.43 0.95 1.48  -0.343
C 1.73 1.75 -0.36  -0.037
C 1.77 0.49 -0.94  -0.284
C 0.46 -0.31 0.94  -0.069
C 1.21 -0.56 -0.21  -0.030
O -0.13 1.16 2.72  0.048
H 0.80 3.09 1.01  0.109
H 2.21 2.63 -0.75  0.105
H 0.00 -1.07 1.54  0.106
H -0.56 0.34 2.98  0.090
H 3.46 -0.01 -2.40  0.072
H 2.44 1.35 -2.70  0.068
H 1.57 -1.58 -0.35  0.119
H 1.85 -0.23 -2.98  0.080

---

Stability, lowest: #1